Record 1
83
Properties=species:S:1:pos:R:3:forces:R:3 method="wB97M-V/def2-TZVPD" charge=-2 gap_ev=4.163 homo_energy_ha=-0.02879 e_lumo_ev=3.380
C -0.09720 -1.08721 5.18115 0.03 -0.42 0.27
C -0.60270 -1.27043 3.78335 0.04 -0.08 0.46
Cl -1.74933 -2.57904 3.70921 -0.12 -0.11 -0.12
C -0.27256 -0.52328 2.73820 0.06 0.12 0.12
Cl 0.80851 0.81434 3.24910 -0.08 -0.20 -0.42
As -0.89541 -0.65931 0.73512 -0.05 -0.85 -0.92
S -3.13008 -0.55079 1.48506 -1.38 -0.59 0.74
C -0.79219 -2.71615 0.67256 -0.01 -0.38 0.37
C 0.37707 -3.40264 1.35751 0.12 -0.34 -0.40
O 0.10543 -4.56973 2.18404 0.08 0.20 -0.03
C -0.76321 -5.50037 1.65658 -0.04 -0.17 0.19
C -0.34769 -6.14534 0.33434 -0.48 -0.79 0.42
F -0.86987 -7.42761 0.32310 0.11 0.31 -0.13
F -0.83512 -5.55914 -0.75879 0.40 0.10 -0.02
F 0.97936 -6.29900 0.22267 -0.08 0.21 -0.23
C -1.64237 -0.79045 -1.21829 0.78 0.06 -1.58
O -0.82249 -0.67644 -2.16477 0.98 0.23 0.63
O -2.82575 -1.02365 -1.37055 -1.62 -0.46 0.62
C -0.90733 1.45034 0.70501 -1.00 0.59 -0.76
I -2.32213 2.26252 2.19090 0.89 0.93 0.18
C -1.31243 1.98978 -0.66773 -0.34 0.88 1.34
C -2.79564 2.13897 -0.97734 0.25 -0.34 -1.23
I -0.56583 4.12717 -0.68760 0.36 0.14 -0.36
P 1.32737 -0.49394 -0.14266 0.40 1.48 -0.97
C 1.78174 -1.79219 -1.38375 0.56 -0.41 0.60
C 2.71674 -0.57764 1.08358 0.24 -0.23 0.36
H -0.55038 -0.22446 5.66249 0.00 0.22 0.02
H 0.98017 -0.98486 5.19351 0.25 0.28 -0.03
H -0.32136 -1.96747 5.77482 -0.19 -0.10 0.08
H -3.62144 -1.77120 1.19155 0.39 0.00 -0.29
H -1.77601 -3.09346 0.92638 -0.08 -0.09 0.45
H -0.71073 -2.92847 -0.38777 0.04 0.34 -0.31
H 0.96353 -2.74949 1.99291 -0.18 0.19 0.34
H 1.08073 -3.74621 0.59632 0.07 0.02 -0.18
H -0.80669 -6.32534 2.36330 0.15 -0.13 0.14
H -1.79429 -5.15753 1.55516 -0.07 0.27 -0.27
H 0.06244 1.87180 0.90844 0.19 -0.13 0.57
H -0.72806 1.58920 -1.48143 0.17 -0.40 0.05
H -3.17265 3.11429 -0.71640 -0.21 0.08 0.50
H -3.39287 1.33049 -0.56986 0.05 -0.13 0.28
H -2.89577 2.07752 -2.06199 -0.07 -0.08 -0.15
H 2.38479 -1.30924 -2.14668 -0.03 0.16 -0.22
H 2.43547 -2.53543 -0.91983 -0.06 -0.25 0.04
H 0.94745 -2.27596 -1.87330 -0.27 0.08 0.07
H 3.03665 0.43589 1.30449 -0.09 0.23 0.07
H 2.53405 -1.04854 2.05126 -0.17 -0.19 0.01
H 3.59219 -1.06163 0.66132 -0.18 -0.12 -0.32
C 7.55791 -1.88139 0.40121 0.25 0.12 0.66
C 6.17928 -2.38226 -0.05817 0.07 0.56 -0.31
C 6.07485 -3.84050 -0.51028 -0.33 -0.29 0.03
F 6.88201 -4.09777 -1.56761 0.04 0.06 0.09
F 4.80958 -4.09794 -0.88917 0.04 0.06 0.03
F 5.70378 -1.55525 -1.00793 -0.01 -0.14 -0.07
F 5.36584 -2.26767 1.02554 0.30 -0.39 0.12
O 8.35476 -1.16210 -0.52898 -0.29 -0.16 -0.49
C 9.15886 -1.80403 -1.42722 -0.07 -0.02 0.71
C 8.70277 -1.58039 -2.87163 -0.07 0.09 -0.33
F 7.43335 -1.97461 -3.04834 0.07 -0.05 0.02
F 9.49187 -2.30971 -3.70252 0.07 0.04 0.06
F 9.28742 -3.11272 -1.13401 0.08 0.00 -0.19
F 10.39476 -1.25442 -1.31206 0.09 0.00 -0.15
H 7.34172 -1.14584 1.17341 -0.10 0.06 -0.07
H 8.13241 -2.66700 0.89258 -0.05 -0.17 -0.19
H 6.33569 -4.51632 0.30983 0.06 0.05 0.01
H 8.78404 -0.52316 -3.13238 0.07 0.00 0.06
C -7.93833 5.63835 -1.10707 -0.50 -0.53 0.25
C -7.88075 6.69516 -2.22048 0.23 0.26 0.54
C -7.03887 6.38156 -3.45854 0.04 -0.03 -0.34
F -5.74680 6.19070 -3.15599 -0.07 0.05 0.03
F -7.11172 7.43745 -4.31363 -0.09 -0.02 0.05
F -7.51613 7.88565 -1.69722 0.00 0.01 -0.11
F -9.16631 6.84218 -2.67317 -0.01 -0.16 -0.15
O -7.08838 5.78697 0.00656 0.40 0.55 -0.32
C -5.78497 5.31635 -0.03925 -0.47 -0.55 0.01
C -4.75225 6.44351 0.04531 0.32 0.17 0.11
F -4.94535 7.36242 -0.93444 -0.08 -0.08 0.04
F -3.52938 5.91890 -0.10083 -0.03 0.01 -0.01
F -5.59799 4.53820 -1.11799 0.14 0.13 0.01
F -5.61788 4.54447 1.04574 0.07 0.08 0.07
H -8.93693 5.73982 -0.68396 -0.02 0.11 -0.02
H -7.88947 4.62653 -1.51134 0.17 0.07 -0.20
H -7.42320 5.49520 -3.97108 -0.03 0.00 0.05
H -4.82033 6.95105 1.01041 -0.09 -0.08 0.03

---

Record 2
67
Properties=species:S:1:pos:R:3:forces:R:3 method="wB97M-V/def2-TZVPD" multiplicity=2 s_squared=0.75 gap_ev="7.817 / 7.969" de_lowest_kcal_mol=0.1 homo_energy_ha="-0.28656 / -0.28825" e_lumo_ev="0.019 / 0.126"
Ti -0.16785 0.71139 0.07439 0.32 -0.05 -0.51
F -4.15468 1.51159 3.44729 0.01 0.13 0.02
C -3.72678 2.78043 3.34864 -0.04 0.02 -0.02
F -3.99073 3.37629 4.53086 -0.02 -0.05 -0.12
F -4.49080 3.39423 2.42340 0.06 -0.10 0.12
C -2.26408 2.86722 3.01138 -0.08 0.03 -0.10
C -1.41294 3.61146 3.79782 0.06 0.01 0.07
C -0.05746 3.69431 3.48578 -0.05 -0.04 -0.05
C 0.38969 2.98921 2.39319 -0.07 0.03 0.02
N -0.43439 2.28768 1.61271 0.08 -0.16 0.01
C -1.75240 2.22192 1.86780 -0.02 0.08 0.02
S -2.61899 1.29500 0.69678 0.25 -0.03 -0.02
H -1.80419 4.12402 4.66591 0.00 0.00 0.00
H 0.62773 4.26924 4.08984 -0.01 0.00 0.01
H 1.43399 2.96770 2.10871 0.01 0.01 0.02
C 1.29099 -4.02414 -2.99497 -0.01 -0.06 0.00
Si 0.56092 -4.73046 -1.43083 0.03 0.06 0.00
C -0.85178 -5.87414 -1.89663 0.00 0.01 0.00
C 1.86738 -5.70022 -0.50043 -0.01 0.01 0.00
C -0.15697 -3.45999 -0.22228 -0.03 -0.06 0.03
C -0.86862 -3.97342 0.85429 -0.04 0.00 0.07
C -1.46779 -3.16213 1.81867 0.02 0.04 -0.03
C -1.35878 -1.80287 1.66209 0.01 -0.01 -0.05
N -0.67471 -1.27933 0.63927 0.00 0.11 0.11
C -0.05726 -2.05592 -0.27353 0.15 -0.03 -0.09
S 0.83870 -1.11568 -1.44365 -0.34 0.17 0.21
H 1.58615 -4.86397 -3.63140 0.01 0.02 -0.02
H 2.16760 -3.40648 -2.80564 0.01 -0.01 0.02
H 0.57141 -3.41414 -3.54164 -0.01 0.00 0.00
H -0.49261 -6.67724 -2.54424 0.01 0.00 0.00
H -1.62489 -5.32706 -2.44034 0.00 0.00 0.00
H -1.32257 -6.33791 -1.02803 0.01 0.00 0.01
H 2.26969 -6.50471 -1.12009 0.00 0.00 -0.01
H 1.46226 -6.15014 0.40849 -0.01 0.00 0.00
H 2.69726 -5.05318 -0.20920 0.00 0.01 0.00
H -0.96861 -5.04950 0.96025 0.00 0.00 -0.01
H -2.00929 -3.57707 2.65578 0.00 -0.01 0.00
H -1.81190 -1.09025 2.33835 -0.01 -0.03 0.02
O 3.00255 1.63941 -0.79625 0.03 -0.01 0.04
C 2.93378 1.07714 0.27978 0.01 0.02 -0.11
C 4.12640 0.67054 1.13452 0.00 0.03 -0.03
C 3.50078 0.08835 2.39548 -0.03 -0.02 0.02
C 2.00153 0.20022 2.15156 0.06 -0.01 0.00
O 1.13450 -0.12795 2.93756 -0.03 0.01 -0.02
N 1.76242 0.73786 0.90825 -0.21 0.05 0.11
H 4.74930 1.54744 1.30922 0.00 -0.01 0.01
H 4.72338 -0.04129 0.56488 0.00 -0.02 0.02
H 3.74952 0.62839 3.30889 0.01 0.01 -0.01
H 3.74097 -0.96092 2.56515 0.01 0.00 0.00
Cl -2.18202 -0.25942 -2.38223 -0.04 0.01 -0.03
C -3.61172 0.76555 -2.56355 -0.01 0.06 0.00
Cl -3.20852 2.31470 -3.32882 -0.02 -0.02 0.00
H -4.01352 0.98210 -1.58101 0.00 -0.03 0.01
H -4.32728 0.25126 -3.19330 0.01 0.01 -0.01
C 1.11927 3.43312 -3.09208 0.01 -0.02 -0.02
C 0.00896 4.30349 -2.50832 -0.01 0.05 0.02
C -0.26707 3.61216 -1.18749 -0.10 -0.09 -0.02
O -0.00202 2.20401 -1.43888 -0.01 -0.15 0.35
C 0.64546 2.04108 -2.73829 -0.05 -0.08 0.03
H 2.06854 3.63105 -2.59251 0.01 0.00 -0.01
H 1.24865 3.55702 -4.16595 -0.01 0.01 0.00
H -0.87762 4.27474 -3.14393 0.02 0.00 0.00
H 0.30008 5.34284 -2.36461 0.01 0.00 0.00
H -1.29631 3.68834 -0.83804 0.01 0.03 -0.01
H 0.41702 3.94194 -0.40472 0.01 0.03 -0.02
H -0.11367 1.66765 -3.42770 0.02 0.01 -0.01
H 1.44392 1.31742 -2.61642 0.03 0.04 0.01

---

Record 3
83
Properties=species:S:1:pos:R:3:forces:R:3 method="wB97M-V/def2-TZVPD" gap_ev=9.825 homo_energy_ha=-0.37544 e_lumo_ev=-0.391
C -23.18051 -2.73465 21.94082 0.24 -0.80 0.57
C -24.22459 -3.81359 21.60711 2.24 1.74 -0.04
C -25.40634 -3.77082 22.50977 -0.93 -1.37 1.49
O -26.51733 -3.68724 21.65591 0.13 0.22 -1.60
C -26.04709 -3.39710 20.40156 -2.04 0.60 -0.68
O -26.79078 -3.13552 19.49226 0.80 -0.38 0.51
O -24.71689 -3.38531 20.34762 -0.97 -0.43 -0.32
H -22.61049 -2.45947 21.05344 -0.06 -0.08 0.04
H -22.47904 -3.10894 22.68644 0.06 0.10 0.08
H -23.68196 -1.85960 22.35428 0.05 0.05 -0.17
H -23.79980 -4.81120 21.49550 0.02 0.05 0.00
H -25.50070 -2.97035 23.24355 0.53 0.16 -0.12
H -25.49274 -4.72700 23.02586 0.01 0.09 0.36
C -29.37652 -5.57425 19.76545 -1.10 0.26 -0.21
Cl -30.82471 -6.21068 20.58125 0.49 -0.79 0.84
Cl -30.09264 -4.21091 18.89278 0.67 0.64 -0.54
H -28.61244 -5.17173 20.43048 -0.25 -0.32 0.11
H -29.02910 -6.35850 19.09289 0.11 0.38 0.00
C -25.26625 -8.40250 19.17580 -0.95 -0.45 -0.59
Cl -25.28806 -7.29553 20.54907 0.15 -0.10 -0.32
Cl -26.99513 -8.68987 18.56522 1.34 0.16 0.90
H -24.69268 -8.02857 18.32769 -0.24 0.42 0.29
H -24.84083 -9.36287 19.46703 -0.37 0.13 0.21
C -27.16092 -0.23040 16.53800 0.48 -0.70 0.20
Cl -27.02082 0.41026 14.88932 -0.56 -0.12 -0.18
Cl -28.65911 -1.17582 16.98296 1.08 1.10 -0.54
H -26.33369 -0.93667 16.60858 -0.25 -0.01 0.23
H -26.94592 0.63323 17.16730 -0.70 -0.37 0.30
C -22.39698 -2.96174 17.74457 -1.66 0.47 -0.40
Cl -21.42734 -4.26949 18.23134 1.34 -0.80 0.59
Cl -24.02338 -3.69917 17.33188 0.39 0.74 -0.37
H -22.60972 -2.25839 18.54963 0.18 -0.21 -0.04
H -21.97714 -2.45127 16.87782 -0.21 -0.21 0.00
C -25.24754 -9.89129 15.57498 0.16 -0.02 0.86
C -26.74632 -9.89470 15.52729 0.54 -0.32 3.13
O -27.06907 -11.24520 15.95464 -0.20 0.96 -0.21
C -25.95884 -12.01658 15.92393 -0.01 -2.42 -1.78
O -25.93318 -13.23105 15.99568 -0.10 2.71 0.57
O -24.89726 -11.26894 15.54249 0.57 -0.05 -0.13
F -27.18677 -9.57625 14.34859 -1.14 -0.25 -2.57
H -24.89830 -9.52879 16.54179 -0.03 0.36 -0.06
H -24.86435 -9.25323 14.77865 0.34 -0.61 -0.17
H -27.16557 -9.18200 16.23749 -0.20 -0.42 -0.07
C -24.43561 -0.50790 12.43717 2.39 1.91 -0.49
C -23.29367 -1.27284 13.11268 -0.76 2.69 -1.70
O -24.00427 -1.89211 14.11895 -0.46 -1.74 0.34
C -25.25939 -2.09405 13.61885 -2.74 -3.61 0.02
O -26.07233 -2.93830 13.96657 2.16 1.86 0.48
O -25.47632 -1.41144 12.49198 -0.25 0.19 0.24
F -22.38899 -0.44840 13.65324 0.51 0.37 0.56
H -24.08497 -0.24388 11.43945 -0.76 -0.07 -0.19
H -24.60002 0.39854 13.01977 -0.42 0.11 -0.02
H -22.81103 -1.72947 12.24858 0.39 -1.82 0.90
C -21.97593 -4.82014 13.94100 1.03 -1.27 0.33
C -20.89771 -5.92542 13.73820 -3.07 0.82 3.13
O -19.90382 -5.50949 14.64227 0.14 -2.08 -0.54
C -19.98986 -4.20156 14.79375 1.29 1.47 1.90
O -19.19526 -3.55956 15.42307 -0.65 -0.19 -0.81
O -21.11714 -3.73961 14.26914 -1.21 1.51 -0.65
F -20.44957 -5.87881 12.53751 1.41 -0.39 -3.24
H -22.57297 -5.06147 14.82043 -0.23 0.06 -0.03
H -22.60465 -4.71321 13.05705 0.30 0.56 0.05
H -21.36848 -6.87033 14.00952 0.86 -0.44 -0.05
C -31.67264 -4.27268 15.58865 1.32 0.55 -1.44
C -32.37371 -5.56585 15.53207 0.19 -0.23 -0.98
O -33.61761 -5.17471 15.04667 -1.23 -1.86 -0.61
C -33.87844 -3.89433 15.31139 -1.94 1.32 -1.22
O -34.95239 -3.35491 15.08250 2.59 -1.05 0.94
O -32.73908 -3.32426 15.70167 0.43 1.07 1.29
F -32.52429 -6.05885 16.75887 -0.42 -0.73 1.98
H -31.19971 -4.04979 14.63222 0.03 -0.20 -0.20
H -30.83877 -4.30233 16.28999 -0.73 0.69 0.70
H -31.90477 -6.36915 14.96383 -0.30 0.44 -0.50
C -27.07529 -4.80579 16.83220 -0.78 0.00 1.04
C -26.30333 -5.62050 15.87352 0.11 1.00 -1.48
O -27.26127 -6.02340 14.90798 0.67 0.06 -0.61
C -28.49780 -5.91813 15.41812 -2.69 -0.28 -1.00
O -29.53830 -6.25240 14.81488 3.73 1.14 2.52
O -28.39322 -5.36106 16.66162 -0.99 -0.17 -0.88
F -25.86153 -6.73316 16.45688 0.78 -1.92 0.99
H -27.08271 -3.72492 16.69169 -0.05 -0.13 -0.35
H -26.74863 -5.00709 17.85244 -0.10 0.04 -0.04
H -25.41887 -5.14424 15.45044 -0.50 0.18 -0.55

---

M (g/mol)
1209.12, 663.49, 972.08
Calculated total energy (Eh)
-7658.4575, -4439.3820, -6429.0021